Record 1
ORCA calculation (ωB97M-V/def2-TZVPD) on C11H8Cl2IrN2O3SeTm as an isolated structure.

XYZ file:
```
29
C11H8Cl2IrN2O3SeTm ωB97M-V/def2-TZVPD
Ir 7.0361 -1.5224 -3.4752
Tm 2.6215 -0.2348 -0.5641
Cl 5.7551 -1.5283 -1.5693
Cl 1.3490 -0.7209 -2.5286
C 1.2614 1.4875 0.0764
C 8.2227 -2.6049 -2.3922
C 7.1406 -0.9036 -5.2750
O 0.2680 2.1155 0.1522
O 9.0425 -3.2578 -1.8334
O 7.0198 -0.4761 -6.3951
C -1.3824 -1.0000 3.1928
N -1.7781 -0.5624 1.8380
C -0.9456 -0.7024 0.7499
Se 0.7464 -1.5970 0.8469
N -1.4967 -0.0145 -0.3162
C -2.6973 0.5928 0.1170
C -3.4402 1.5432 -0.5659
C -4.4941 2.1513 0.1729
C -4.7244 1.8345 1.5193
C -3.8557 0.9635 2.1841
C -2.8667 0.2867 1.4718
H -2.1031 -0.6409 3.9251
H -0.3847 -0.6173 3.4369
H -1.3677 -2.0915 3.2437
H -1.1801 -0.2255 -1.3021
H -3.1166 1.7497 -1.6107
H -5.0731 2.8951 -0.3734
H -5.5736 2.2685 2.0369
H -3.9829 0.8120 3.2374
```

The energy comes out at -5268.86074 Eh. As for the spin multiplicity: 7. The HOMO energy (alpha / beta) is -20.96 / -20.94 eV. The HOMO-LUMO gap (alpha / beta) is 7.14 / 5.32 eV. As for the energy above the lowest of the compared OMol25 structures with the same formula, charge and spin: 0.000 eV. The total charge is +4.

=====

Record 2
ORCA calculation (ωB97M-V/def2-TZVPD) on a 18-piece molecular cluster, C22H75ClO22S overall.

XYZ file:
```
121
C22H75ClO22S ωB97M-V/def2-TZVPD
C -2.4516 -0.4754 3.8964
C -3.1438 -1.6177 3.0032
C -4.0783 -1.0453 1.8410
C -3.4716 0.1942 1.0409
C -1.9385 0.0291 0.6091
C -1.8133 -0.0792 -0.9894
C -1.7467 1.3308 -1.7421
C -0.4336 1.5591 -2.6161
C 0.7180 1.9361 -1.5807
C 1.3485 3.3995 -1.5800
C 2.6203 3.5905 -2.5270
C 3.9980 3.0496 -1.8944
C 5.2776 3.8840 -2.4262
S 6.0128 4.9699 -1.1235
O 5.0073 5.8877 -0.5062
O 6.7358 4.1235 -0.1262
Cl 7.4852 6.1432 -2.0523
C 1.6634 0.6573 -1.6323
O 2.6821 0.3630 -0.9978
O 1.0919 -0.2458 -2.5829
C 0.1222 0.3289 -3.5001
C -1.0241 -0.5923 -4.1287
C -0.9217 -2.1508 -3.7673
C 1.0326 0.6851 -4.7693
C 1.8116 -0.5857 -5.3775
C 3.2740 -0.8037 -4.7345
C 3.3653 -2.0298 -3.7240
O 2.5735 -3.1784 -4.0935
C 2.2896 -4.0287 -2.9717
H -2.1521 -0.9840 4.8823
H -1.4700 -0.1541 3.4021
H -3.1374 0.3931 4.1343
H -3.8336 -2.1930 3.7148
H -2.3770 -2.3385 2.5723
H -4.4408 -1.8997 1.1658
H -5.0326 -0.6620 2.3586
H -4.0786 0.2882 0.0744
H -3.5554 1.1892 1.6030
H -1.4376 -0.9115 1.0268
H -1.3243 0.9035 1.0318
H -0.9494 -0.7806 -1.2044
H -2.7583 -0.6263 -1.3469
H -1.8940 2.1659 -0.9753
H -2.6750 1.3797 -2.4189
H -0.6775 2.5174 -3.1905
H 0.2048 1.9048 -0.5511
H 0.5909 4.2026 -1.8953
H 1.6836 3.7187 -0.5287
H 2.7646 4.7261 -2.6443
H 2.4965 3.1843 -3.5791
H 3.9520 2.9728 -0.7648
H 4.1745 1.9800 -2.2728
H 4.9203 4.4597 -3.3514
H 6.1278 3.1986 -2.7776
H -2.0868 -0.2226 -3.9135
H -0.9199 -0.5189 -5.2689
H -1.9309 -2.5200 -3.4128
H -0.1677 -2.4105 -2.9673
H -0.6527 -2.7294 -4.7232
H 0.4329 1.1678 -5.6225
H 1.8315 1.4490 -4.4903
H 2.0056 -0.3169 -6.4788
H 1.1838 -1.5327 -5.4059
H 4.0980 -0.7952 -5.5303
H 3.4706 0.1406 -4.1064
H 3.1436 -1.6762 -2.6682
H 4.4621 -2.3797 -3.7337
H 2.8353 -5.0309 -3.1136
H 1.1828 -4.2862 -2.8563
H 2.6463 -3.6223 -1.9692
O -3.0076 2.8434 3.5148
H -2.0564 2.8754 3.6710
H -3.3202 3.7155 3.7904
O -1.3679 -3.3142 -1.1083
H -0.7393 -3.3125 -0.3775
H -1.9979 -4.0043 -0.8708
O 2.4136 7.1819 -0.5972
H 2.3808 7.4133 0.3375
H 3.3241 6.8823 -0.7330
O -3.1290 -4.8587 2.7682
H -4.0905 -4.9338 2.7102
H -2.8865 -5.4848 3.4608
O 7.3116 1.0375 0.9011
H 6.5548 0.4517 1.0371
H 6.9235 1.9228 0.8893
O -6.4680 -5.0090 2.7199
H -7.2163 -5.5999 2.8722
H -6.8644 -4.1286 2.7096
O 6.2457 -2.5744 -5.4548
H 6.8652 -2.5854 -4.7157
H 5.6061 -3.2622 -5.2340
O -4.3452 4.5717 5.6700
H -5.3047 4.4910 5.6113
H -4.1003 3.9483 6.3654
O -8.1243 -3.5155 4.7764
H -7.4027 -4.0509 5.1306
H -8.8868 -3.7688 5.3092
O 1.8882 7.4129 -3.8186
H 1.8557 7.6445 -2.8811
H 2.7952 7.1178 -3.9548
O -1.2845 -5.9068 -1.0844
H -0.7297 -6.2496 -0.3736
H -0.7265 -5.9700 -1.8684
O 5.7048 -0.7053 2.9664
H 6.6549 -0.6894 3.1362
H 5.4034 0.1673 3.2452
O -3.2756 -3.5476 5.6523
H -2.7864 -3.7279 4.8391
H -2.6664 -3.0124 6.1777
O 0.9325 1.2088 2.0818
H 1.4246 1.0207 1.2709
H 1.5431 1.7388 2.6074
O -0.5037 -2.2476 6.7499
H -0.5157 -2.0228 7.6879
H 0.4026 -2.5355 6.5902
O -2.0312 5.8217 7.8674
H -2.8149 5.6044 7.3489
H -1.4586 6.2815 7.2431
O -7.3285 -7.5272 4.1000
H -6.7644 -7.8708 4.8023
H -6.7784 -7.5868 3.3093
```

The energy comes out at -3396.69925 Eh. The HOMO energy is -9.44 eV. The HOMO-LUMO gap is 8.61 eV.

=====

Record 3
ORCA calculation (ωB97M-V/def2-TZVPD) on C17H12F6IN4O6S3W as an isolated structure.

XYZ file:
```
50
C17H12F6IN4O6S3W ωB97M-V/def2-TZVPD
W 0.0060 -0.2523 -0.0001
C -4.0762 2.8060 0.2656
C -2.6324 2.9241 0.6965
N -2.4569 4.1287 1.2461
C -1.3375 4.4024 1.8933
C -0.3036 3.4792 2.0560
C 0.9459 3.8315 2.8219
O 2.1049 3.7133 2.0039
C -0.4741 2.2453 1.4498
C 0.5592 1.1753 1.4198
N 0.1952 -0.1344 1.8958
C 0.8803 -0.7765 2.9477
C 0.4440 -0.7021 4.2633
C 1.1745 -1.3196 5.2676
C 2.3405 -2.0091 4.9666
C 2.7869 -2.0904 3.6545
C 2.0509 -1.4703 2.6616
I 2.6058 -1.5744 0.6438
C -1.6435 1.9599 0.7355
O -1.6914 0.7864 0.0556
H -4.3557 3.7653 -0.1584
H -4.7076 2.6267 1.1367
H -5.1573 2.0396 -1.4312
H -1.2517 5.4037 2.3005
H 1.0626 3.1555 3.6732
H 0.8485 4.8422 3.2218
H 2.4780 4.5834 1.8431
H 1.5894 1.4712 1.5943
H -0.4671 -0.1623 4.4847
H 0.8314 -1.2632 6.2916
H 2.9075 -2.4885 5.7524
H 3.6936 -2.6294 3.4166
F 0.5592 -5.0811 -2.4823
C 0.4045 -4.0932 -3.3516
F -0.8806 -3.9699 -3.6623
F 1.1114 -4.3292 -4.4402
S 0.9993 -2.5416 -2.5517
O 0.0489 -2.3165 -1.4598
O 2.3666 -2.7576 -2.2059
N 0.8359 -1.4882 -3.7240
S 0.1733 -0.1084 -3.4638
O 0.3119 0.3082 -2.0452
O 0.5104 0.8733 -4.4236
C -1.6656 -0.3484 -3.6521
F -2.2148 -0.7206 -2.4861
F -2.2242 0.7930 -4.0271
F -1.9061 -1.2807 -4.5554
S -4.2821 -0.9524 -0.1759
C -4.3620 0.5174 -0.4808
N -4.4556 1.7574 -0.7522
```

The energy comes out at -3483.67989 Eh. As for the spin multiplicity: 3. The HOMO energy (alpha / beta) is -10.86 / -11.24 eV. The HOMO-LUMO gap (alpha / beta) is 5.80 / 6.16 eV. As for the energy above the lowest of the compared OMol25 structures with the same formula, charge and spin: 0.000 eV. The total charge is +1.